Formula: C15H11AsF3MoN4O2S7
Source: the Open Molecules 2025 dataset
Level of theory: ωB97M-V/def2-TZVPD

Last column: Mulliken spin population.
Cartesian coordinates (Å):
Mo (-0.0125, -0.1769, 0.5643)  1.87
As (-2.2485, -2.3205, -0.4440)  0.04
S (-2.3488, -3.5920, -2.0897)  0.05
S (-0.2731, -2.4457, 0.7538)  -0.13
S (2.4255, -0.5677, 3.4996)  0.00
S (-1.7414, -0.1722, -1.0052)  0.08
S (-3.8370, -2.4506, 0.8999)  0.03
S (0.8942, 2.2737, 0.3197)  0.00
S (-0.2095, 1.1978, 4.5770)  0.01
F (2.5913, 4.0261, -2.4214)  0.00
F (3.3807, 3.7913, -0.4173)  0.00
F (4.6100, 3.2912, -2.1228)  0.00
O (2.6163, 0.4571, 4.4955)  0.00
O (3.5139, -0.9016, 2.6343)  0.00
N (0.2419, -5.4121, 6.1186)  0.00
N (1.4284, 0.0672, -0.8386)  -0.03
N (-0.9996, 0.5020, 2.2409)  0.01
N (1.1501, -0.1822, 2.5279)  -0.01
C (3.3468, 3.2297, -1.6272)  0.00
C (2.8537, 1.8148, -1.6408)  -0.02
C (1.9254, -0.7578, -1.7702)  0.06
C (1.1136, -4.2990, 4.1642)  0.00
C (1.8537, -2.0296, 4.3151)  0.00
C (0.7587, -4.2784, 5.5181)  0.00
C (3.3622, 0.9512, -2.5957)  0.04
C (0.0709, 0.4305, 3.0425)  -0.01
C (-1.8400, 1.5663, 4.0723)  0.00
C (-2.0648, 1.1582, 2.8166)  0.00
C (2.8800, -0.3504, -2.6705)  -0.01
C (1.6544, -3.1819, 3.5667)  0.00
C (0.9852, -3.1179, 6.2636)  0.00
C (1.8340, 1.3669, -0.7867)  0.05
C (1.5258, -1.9968, 5.6624)  0.00
H (0.9406, -5.1981, 3.5849)  0.00
H (4.1243, 1.2970, -3.2804)  0.00
H (-0.2563, -5.2750, 6.9800)  0.00
H (1.7003, -1.0915, 6.2247)  0.00
H (3.2431, -1.0427, -3.4150)  0.00
H (0.7252, -3.1023, 7.3156)  0.00
H (1.5226, -1.7621, -1.7819)  0.00
H (-2.9745, 1.2700, 2.2479)  0.00
H (-2.5194, 2.0720, 4.7371)  0.00
H (1.9070, -3.1787, 2.5140)  0.00
H (-0.1656, -6.0966, 5.5061)  0.00

Output
Spin multiplicity: 3
Total charge: -1
Expectation value of S²: 2.03
Gap between HOMO and LUMO (spin up / spin down) in eV: 5.949 / 6.117
Electronic energy in eV: -172488.645


Formula: C35H44GaGeI2N3O2Si2
Source: the Open Molecules 2025 dataset
Level of theory: ωB97M-V/def2-TZVPD

Last column: Löwdin charge in e.
Cartesian coordinates (Å):
I (-0.2555, 4.9839, 3.4952)  0.05
I (-1.0424, 2.5543, 3.3658)  0.03
Ge (2.3068, 1.9834, -1.4435)  1.05
Ga (-1.3029, -2.1293, 1.3654)  0.30
Si (-2.8010, -0.5947, -0.9993)  0.41
Si (-1.0607, -2.6553, 4.4664)  0.46
O (1.7502, -2.7685, 0.5943)  0.04
O (0.1627, -1.2056, 0.7819)  -0.03
N (-1.9172, -2.0398, 3.0892)  -0.09
N (-2.7515, -1.2534, 0.5987)  -0.08
N (-1.0307, -3.9342, 0.5778)  0.26
C (2.9016, 6.1637, -1.6519)  -0.10
C (-4.7623, -0.1892, 1.6042)  -0.04
C (1.1608, 4.4793, -0.3369)  -0.13
C (1.9426, 0.7997, 0.0461)  -0.27
C (0.2888, -0.1021, -4.5447)  -0.10
C (-1.4404, -1.4249, -2.0112)  -0.14
C (0.1719, -5.8303, -0.6833)  0.00
C (1.0231, 5.8602, -0.2508)  -0.11
C (5.7840, 0.8961, -3.7145)  -0.10
C (0.9969, 1.4487, -2.8499)  -0.24
C (6.6447, 0.4013, -2.7731)  -0.10
C (-5.5692, 0.0409, 2.7076)  -0.12
C (-0.5561, -4.8216, 0.0431)  -0.10
C (-4.4469, -0.9714, -1.8406)  -0.18
C (-2.0438, -4.1609, 5.1038)  -0.17
C (-3.9411, -1.0923, 4.0723)  -0.05
C (1.8926, 6.7089, -0.8992)  -0.10
C (5.0564, 1.0162, -1.1046)  -0.12
C (-5.1418, -0.3822, 3.9418)  -0.11
C (-0.9970, 1.8927, -4.1093)  -0.10
C (-0.8188, 0.7123, -4.7999)  -0.10
C (1.2277, 0.2969, -3.6193)  -0.13
C (2.2229, -0.6396, -0.3227)  -0.17
C (4.5530, 1.4654, -3.3569)  -0.13
C (0.7175, -3.1584, 3.8801)  -0.15
C (-3.5324, -0.9054, 1.7144)  -0.27
C (1.3368, -1.6317, 0.4180)  -0.59
C (4.1853, 1.5478, -2.0559)  -0.27
C (2.1917, 3.9282, -1.1052)  -0.26
C (3.0452, 4.8008, -1.8088)  -0.10
C (-0.9977, -1.4700, 5.9158)  -0.16
C (-0.0766, 2.2838, -3.1412)  -0.11
C (-2.6557, 1.2602, -0.9752)  -0.15
C (-3.1398, -1.3783, 2.9829)  -0.31
C (6.2668, 0.4461, -1.4397)  -0.09
H (-0.1533, -6.8275, -0.4400)  0.09
H (1.2355, -5.6797, -0.5250)  0.10
H (-1.8531, 2.5105, -4.3314)  0.10
H (1.1736, -3.8375, 4.6032)  0.03
H (-1.6109, 0.4807, -5.5006)  0.11
H (6.0234, 0.8470, -4.8140)  0.12
H (3.5631, 6.8279, -2.1931)  0.10
H (4.6965, 1.0068, -0.0718)  0.10
H (-6.5084, 0.5963, 2.5254)  0.11
H (2.0888, -0.3099, -3.4870)  0.09
H (-2.8478, 1.7112, -1.9675)  0.04
H (7.6087, -0.1081, -2.9794)  0.11
H (-5.0748, 0.2039, 0.6110)  0.09
H (3.2466, -0.9645, -0.1175)  0.12
H (-5.3082, -0.3957, -1.4844)  0.02
H (-0.0447, -5.7579, -1.7694)  0.11
H (-0.3242, -1.8967, 6.6619)  0.04
H (-2.0036, -1.3321, 6.2948)  0.02
H (-1.8375, -5.0466, 4.4419)  0.04
H (1.3036, -2.2609, 3.8304)  0.02
H (-0.4223, -1.1214, -1.7324)  0.02
H (-1.6132, 1.4539, -0.7608)  0.01
H (-4.3506, -0.8532, -2.9389)  0.03
H (3.9544, 1.9123, -4.1373)  0.10
H (0.3959, -1.0145, -5.0698)  0.10
H (-0.6137, -0.4933, 5.7051)  0.01
H (-1.5887, -1.0704, -3.0540)  0.03
H (0.7501, -3.6155, 2.8576)  0.01
H (-5.7152, -0.2493, 4.8398)  0.09
H (1.7545, 7.7804, -0.8933)  0.10
H (-1.5599, -2.5194, -1.9780)  0.03
H (-1.6954, -4.4808, 6.0777)  0.01
H (0.1650, 6.3024, 0.3063)  0.10
H (0.4360, 3.8962, 0.1660)  0.07
H (-3.1126, -4.0066, 5.2413)  0.02
H (1.9782, -0.8351, -1.3839)  0.10
H (6.9137, 0.0670, -0.6937)  0.09
H (0.8664, 0.8827, 0.2627)  0.06
H (3.7985, 4.4094, -2.4880)  0.10
H (-3.1953, 1.7380, -0.1589)  0.03
H (-0.2122, 3.2392, -2.6175)  0.11
H (-4.7273, -2.0324, -1.8050)  0.03
H (2.4915, 1.0147, 0.9831)  0.09
H (-3.6193, -1.4034, 5.0571)  0.08

Output
Total charge: 0
Gap between HOMO and LUMO in eV: 5.939
Electronic energy in eV: -186428.418


Formula: C5H11O3
Source: the Open Molecules 2025 dataset
Level of theory: ωB97M-V/def2-TZVPD

Last column: natural (NBO) charge in e.
Cartesian coordinates (Å):
O (-3.1199, 0.7803, -0.2818)  -0.74
O (1.4243, -0.1126, 0.8121)  -0.80
O (-1.0407, 0.0533, 0.0616)  -0.81
C (1.5808, -1.1445, 1.8132)  -0.06
C (0.7351, -2.3654, 1.4972)  -0.65
C (-1.5018, 1.7391, -1.5392)  -0.53
C (-1.9116, 0.8517, -0.3323)  0.78
C (-0.0726, 1.4917, -1.8532)  -0.61
H (0.8926, 1.8473, -1.3637)  0.21
H (-1.4708, 2.8444, -1.2113)  0.19
H (0.0961, -2.0644, 0.6828)  0.26
H (1.3393, -3.2568, 1.1619)  0.18
H (0.4924, 0.1180, 0.5879)  0.52
H (2.6183, -1.2158, 2.0061)  0.16
H (0.2963, 1.8888, -2.8283)  0.16
H (-1.9428, 1.3549, -2.3397)  0.21
H (1.2872, -0.6814, 2.7341)  0.14
H (0.1595, -2.5813, 2.3568)  0.20
H (0.1384, 0.4528, -1.9643)  0.21

Output
ΔE to the lowest compared entry with this formula, charge and spin in kJ/mol: 222.6
Total charge: -1
Gap between HOMO and LUMO in eV: 8.248
Electronic energy in eV: -11505.761


> Which value of electronic energy does entry 2 give?

-186428.418 eV


> What is the electronic energy in the first record?

-172488.645 eV


> What is the formula in the second record?

C35H44GaGeI2N3O2Si2